C46H36FeIN8O3P | wB97M-V/def2-TZVPD

The calculation puts the HOMO energy (spin up / spin down) at -9.7 / -9.6 eV. Its expectation value of S² is 8.77. Its spin multiplicity is 6. As for the net charge: +1. For the total energy, the calculation gives -118118.874 eV.

```
96
Properties=species:S:1:pos:R:3:forces:R:3:mulliken_charge:R:1
Fe -0.029363 0.406197 -0.631001 3.0 0.4 1.6 0.043
C 3.800077 -0.595258 1.987366 -0.2 0.3 0.0 -2.046
C 2.699352 -0.530897 0.974796 -0.1 0.4 0.5 0.081
N 1.753663 0.342964 1.014477 -0.9 -0.5 -1.3 2.537
N 1.676975 1.313243 1.903216 0.1 0.9 1.1 -1.548
C 0.721259 2.208725 1.671096 1.2 -1.3 0.3 -0.071
O -0.073777 2.104198 0.698401 -1.1 -0.6 -2.1 -0.393
C 0.599835 3.373458 2.554266 -0.3 0.3 0.0 0.512
C -0.270324 4.378548 2.127225 0.1 -0.2 0.0 -0.417
C -0.495044 5.489024 2.912013 0.0 0.1 0.1 -0.860
C 0.146897 5.599072 4.135955 0.0 0.0 0.0 -0.420
C 1.029284 4.613752 4.555778 0.0 0.1 0.1 -0.796
C 1.266521 3.500519 3.770229 -0.1 -0.1 -0.1 -0.339
C 2.700202 -1.420154 -0.181318 0.2 -0.5 -0.5 0.654
C 3.762532 -2.285568 -0.455794 -0.4 0.3 0.3 -1.298
C 3.766418 -3.003709 -1.639060 -0.3 0.0 -0.3 -0.804
C 2.718261 -2.837064 -2.530258 0.1 0.0 0.4 -1.027
C 1.690811 -1.976143 -2.171874 0.0 -0.1 -0.3 -0.944
N 1.665583 -1.305713 -1.033544 -0.7 0.6 0.2 1.703
H 3.592361 0.124478 2.773501 0.1 0.0 0.1 0.404
H 4.751873 -0.339284 1.522600 0.1 0.0 -0.1 0.392
H 3.876053 -1.595888 2.411366 0.0 -0.1 0.0 0.456
H -0.760396 4.258790 1.171556 0.0 0.1 0.0 0.424
H -1.168370 6.261382 2.571119 0.0 0.1 0.0 0.435
H -0.040796 6.457156 4.762787 0.0 0.1 0.1 0.411
H 1.530275 4.721522 5.505310 0.1 0.0 0.1 0.440
H 1.947424 2.730514 4.097004 0.1 -0.1 0.0 0.487
H 4.585309 -2.375525 0.233836 0.1 0.1 0.1 0.579
H 4.589560 -3.662509 -1.872272 0.1 0.0 0.0 0.536
H 2.693713 -3.348126 -3.478318 0.0 0.0 -0.1 0.548
H 0.858294 -1.799988 -2.840345 0.1 -0.1 -0.1 0.653
I -2.087112 1.830401 -1.879539 -0.5 0.3 -0.6 0.222
C -3.340281 0.823455 -3.336176 0.3 0.3 0.0 -0.049
C -3.742676 1.644912 -4.360905 0.5 0.1 0.7 -0.685
C -4.722836 1.236472 -5.270178 -0.3 -0.3 0.0 -0.875
C -5.305213 0.013407 -5.113342 0.2 0.3 -0.1 -0.842
C -4.871907 -0.870933 -4.102809 0.1 0.1 0.1 0.880
C -5.504341 -2.125257 -3.988997 0.1 -0.2 0.2 -0.877
C -5.121084 -3.020028 -3.032557 -0.2 0.1 -0.2 -1.291
C -4.056860 -2.700610 -2.192615 0.2 0.3 0.1 -0.570
C -3.400296 -1.488068 -2.256657 0.2 0.0 0.0 0.796
P -1.985589 -1.402211 -1.066767 -0.2 -0.9 0.2 2.467
C -2.979382 -1.678774 0.435511 0.2 -0.1 0.2 0.108
C -3.178155 -2.857312 1.039662 0.3 0.5 -0.6 0.371
C -4.031040 -2.980131 2.202361 -0.5 0.1 0.5 -1.073
C -4.605514 -1.919405 2.770622 -0.1 -0.2 -0.2 -0.814
C -4.373061 -0.525582 2.283751 -0.3 -0.1 0.0 -0.389
C -3.531295 -0.401150 0.988654 -0.1 -0.1 -0.2 -0.853
C -1.145280 -2.997599 -1.295142 0.3 0.2 -0.1 0.121
C -1.119332 -3.697130 -2.495616 -0.2 0.1 0.1 -0.673
C -0.324921 -4.823441 -2.618494 0.1 -0.1 -0.1 -0.880
C 0.454919 -5.246995 -1.554839 0.0 0.0 0.0 -0.826
C 0.461287 -4.531973 -0.365782 0.0 -0.1 0.1 -0.620
C -0.320653 -3.401535 -0.244771 -0.2 -0.1 0.0 -0.549
C -3.823295 -0.501519 -3.191679 -0.1 -0.1 -0.1 0.820
H -3.326683 2.636545 -4.448336 0.0 0.1 0.0 0.440
H -5.033017 1.910568 -6.051940 0.0 0.1 -0.1 0.421
H -6.109891 -0.300107 -5.761206 0.0 -0.1 -0.1 0.407
H -6.307548 -2.363626 -4.668588 -0.1 0.0 -0.1 0.439
H -5.616928 -3.970445 -2.921696 -0.1 -0.1 -0.1 0.471
H -3.733612 -3.433799 -1.469189 0.0 0.0 0.0 0.411
H -2.737531 -3.765967 0.652621 0.1 0.0 -0.1 0.485
H -4.198422 -3.974889 2.587514 -0.1 0.0 0.1 0.485
H -5.266863 -2.039207 3.615925 0.0 -0.1 0.1 0.480
H -5.323081 0.011821 2.243252 0.1 0.0 0.0 0.379
H -4.017465 0.166832 0.189909 0.0 0.1 0.1 0.703
H -1.729026 -3.370774 -3.325700 0.0 0.0 -0.1 0.517
H -0.309880 -5.365439 -3.552042 0.0 -0.1 -0.1 0.452
H 1.062141 -6.132896 -1.651854 0.1 -0.1 0.0 0.458
H 1.081067 -4.856869 0.458493 0.0 0.0 0.0 0.486
H -0.311061 -2.816723 0.665584 0.1 0.0 0.1 0.395
N 0.116311 -2.821325 4.768177 0.4 -0.2 -0.1 -0.243
C -0.995598 -2.087702 4.998922 -0.1 0.0 -0.1 0.442
O -1.615451 -2.183022 6.034492 -0.1 0.0 0.2 -0.656
C -1.468119 -1.177258 3.904270 -0.8 0.4 0.4 0.076
C -2.628112 -0.530310 4.112343 0.6 -0.2 0.0 -1.167
C -3.277831 0.276601 3.061107 0.1 0.1 0.1 0.106
C -2.454564 0.411356 1.755220 -0.1 0.5 0.1 -0.558
N -1.154772 -0.206539 1.699767 0.6 -0.1 -0.6 0.855
C -0.753399 -0.939300 2.658434 0.2 0.2 -0.3 -0.470
H 0.404173 -3.451952 5.498625 0.0 0.0 0.0 0.241
H 0.633327 -2.819019 3.909894 0.0 0.0 0.0 0.139
H -3.139902 -0.654334 5.056684 0.1 -0.1 0.1 0.524
H -3.640414 1.219165 3.471130 0.0 0.0 0.0 0.586
H -2.331775 1.438838 1.402430 -0.1 -0.1 0.1 0.250
H 0.229990 -1.379514 2.530385 0.2 0.0 -0.1 0.106
N 3.079639 2.620147 -0.678488 -0.4 0.1 0.1 -0.216
C 2.718865 1.680283 -1.574797 2.5 -0.4 0.0 0.690
O 1.519005 1.413755 -1.794677 -2.9 -0.5 0.1 -0.884
C 3.789692 0.974542 -2.235011 -1.2 0.7 0.6 0.330
C 5.046289 0.924449 -1.643225 0.5 0.0 0.3 -0.280
N 6.041266 0.834759 -1.066209 0.3 0.1 0.2 -0.610
C 3.539015 0.203162 -3.364929 -0.3 -0.3 -0.4 0.332
N 3.313918 -0.444332 -4.290746 -0.1 -0.2 -0.4 -0.705
H 2.374606 3.088415 -0.136305 0.0 0.0 0.0 0.212
H 4.048043 2.812984 -0.487100 0.0 0.0 -0.1 0.223
```
Positions in Å, forces in eV/Å.